C16H16N6O5S | wB97M-V/def2-TZVPD

Geometry as XYZ:
```
44
Properties=species:S:1:pos:R:3:mulliken_charge:R:1
C 2.9636 -3.7857 0.6082 -0.805
O 1.6910 -3.2359 0.3136 -0.477
C 1.5015 -1.9043 0.4444 -0.105
C 0.4188 -1.5711 1.2233 -0.225
C 0.0254 -0.2458 1.4386 -0.732
N -1.1080 0.0693 2.1999 -0.018
C -2.2893 -0.6303 2.3039 0.003
O -2.4197 -1.7307 1.8091 -0.605
C -3.5042 0.0870 2.9086 -0.577
S -4.6616 0.6755 1.5556 -0.179
C -3.5430 1.0987 0.2658 0.114
N -3.2552 2.3285 -0.0465 -0.586
C -2.3102 2.2217 -1.0385 1.420
N -1.6923 3.2347 -1.5786 -0.655
C -0.6487 2.9954 -2.3604 -0.400
N -0.2087 1.7643 -2.6755 -0.667
C -0.9197 0.7590 -2.1794 -0.212
N -0.4496 -0.4687 -2.4643 -0.517
C -1.9437 0.9266 -1.3027 0.445
N -2.8520 0.2090 -0.5280 -0.037
C 0.8157 0.7802 0.8569 0.800
C 0.5104 2.2094 1.0430 0.731
O -0.3000 2.5557 1.8938 -0.693
O 1.2366 3.0971 0.2891 -0.474
C 2.0122 0.4462 0.1958 -0.549
C 2.3279 -0.8898 -0.0698 0.719
O 3.4522 -1.2048 -0.7805 -0.487
C 3.3271 -0.9337 -2.1919 -0.613
H 3.5085 -4.0509 -0.2784 0.273
H 2.8101 -4.7303 1.1311 0.313
H 3.5928 -3.1254 1.2265 0.311
H -0.0817 -2.3824 1.7125 0.476
H -1.2087 1.0492 2.4423 0.382
H -3.1385 0.9746 3.4276 0.338
H -4.0249 -0.5629 3.6312 0.422
H -0.0926 3.8145 -2.8059 0.404
H -0.5781 -1.1721 -1.7583 0.267
H 0.4449 -0.4032 -2.9277 0.303
H -2.8496 -0.7904 -0.3862 0.302
H 0.8023 3.9806 0.4155 0.419
H 2.6885 1.1647 -0.2580 0.480
H 4.2491 -0.4168 -2.5896 0.249
H 3.2368 -1.8830 -2.7315 0.261
H 2.4644 -0.3239 -2.3849 0.178
```

The multiplicity is 1. The calculation puts the energy relative to the best compared isomer or geometry (same formula, charge and spin) at 86.1 kJ/mol. The SMILES is COc1cc(NC(=O)CSc2nc3ncnc(N)c3[nH]2)c(C(=O)O)cc1OC. The molar mass comes out at 404.408 g/mol. The largest force on an atom is 3.14 eV/Å. The calculation puts the gap between HOMO and LUMO at 8.6878 eV. The charge is 0. The value obtained for the LUMO energy is -0.0001 hartree. As for the total energy: -46865.4614 eV.